Density functional theory data (the ωB97M-V functional and the def2-TZVPD basis) for a molecular structure, C26H18Br42FeHgO8 at a distorted geometry.

The HOMO energy (spin up / spin down) is -8.31 / -8.34 eV. As for the largest force on an atom: 3.8 eV/Å. As for the multiplicity: 5. Its frontier orbital gap (spin up / spin down) is 0.2347 / 0.2357 hartree.

Structure (XYZ):
```
96
Properties=species:S:1:pos:R:3:lowdin_charge:R:1
Hg 3.7012 0.1761 0.3641 1.06
Fe -2.4010 0.2974 -2.3978 0.72
C -0.3667 1.3120 0.7118 0.01
C -1.3633 0.7531 -0.0222 -0.40
C -1.2125 -0.7410 -0.3315 -0.39
O -2.0825 -1.1645 -1.0781 -0.13
C -0.1202 -1.5051 0.1599 0.04
C 1.0075 -0.8852 0.7016 -0.35
C 0.8496 0.6285 1.0099 -0.35
O 1.8348 1.2572 1.4729 -0.09
O 2.1627 -1.3924 0.8917 -0.17
O -2.4373 1.2961 -0.4456 -0.08
H -0.5213 2.3404 1.0150 0.09
H -0.2039 -2.5819 -0.0599 0.08
C 1.0064 2.1817 -2.3969 0.05
C 2.1159 1.4499 -1.9548 -0.33
C 2.2777 -0.0073 -2.3797 -0.33
O 3.3033 -0.5221 -1.8766 -0.10
C 1.2908 -0.6114 -3.1345 0.03
C 0.0369 -0.0752 -3.2132 -0.33
C -0.0856 1.4729 -2.9674 -0.28
O -1.2437 1.9069 -3.2223 -0.07
O -0.9868 -0.7262 -3.4748 -0.09
O 2.9853 1.9157 -1.1668 -0.10
H 0.8988 3.2153 -2.1780 0.08
H 1.5047 -1.6125 -3.3184 0.06
C 1.5842 3.6651 4.1100 -1.63
Br 1.2557 5.4528 3.6306 0.60
Br 0.4041 3.0378 5.5591 0.55
Br 3.4156 3.2933 4.5353 0.57
H 1.3458 2.9883 3.2769 -0.05
C 3.1748 -1.8966 5.7453 -1.67
Br 4.8213 -1.7755 6.7454 0.57
Br 3.1080 -1.0033 4.0858 0.58
Br 1.8077 -1.5103 7.0185 0.59
H 2.9114 -2.9253 5.4903 -0.05
C -1.3155 -3.6931 -4.7765 -1.67
Br 0.3789 -3.4278 -5.6550 0.62
Br -1.2799 -4.6670 -3.1709 0.62
Br -2.5918 -4.5044 -5.9592 0.57
H -1.6779 -2.7132 -4.6031 -0.13
C -8.3480 2.9774 -1.5990 -1.66
Br -9.7935 4.1451 -1.0489 0.56
Br -6.7099 3.8626 -1.3780 0.60
Br -8.6049 2.3972 -3.4068 0.58
H -8.4206 2.0989 -0.9851 -0.04
C 1.2085 -5.1888 1.8738 -1.59
Br 2.0405 -6.9668 2.3057 0.52
Br 0.7225 -4.1929 3.3549 0.63
Br -0.3868 -5.2388 0.7734 0.55
H 1.9365 -4.5890 1.3434 -0.05
C -4.6777 -3.1778 -1.5535 -1.59
Br -5.0293 -1.3671 -0.9481 0.62
Br -6.1722 -4.0420 -2.4851 0.57
Br -3.9398 -4.2932 -0.1782 0.59
H -3.9093 -3.0999 -2.2917 -0.10
C 6.9313 1.4807 1.6815 -1.44
Br 5.6817 2.9385 1.4859 0.62
Br 8.8017 1.9201 1.1394 0.59
Br 6.3450 -0.2244 0.8417 0.66
H 6.9383 1.2972 2.6927 -0.07
C 3.2951 -3.6496 -2.1958 -1.58
Br 4.0268 -3.3245 -3.9486 0.61
Br 4.6278 -3.6407 -0.8123 0.55
Br 2.3664 -5.3562 -2.0988 0.57
H 2.7094 -2.7796 -1.9966 -0.08
C -2.0071 4.5132 0.0980 -1.62
Br -0.2160 5.1524 0.1019 0.59
Br -3.0789 5.3425 -1.2692 0.59
Br -2.8486 4.6176 1.8443 0.57
H -2.0955 3.4672 -0.1840 -0.07
C 4.3013 4.8504 -1.0669 -1.54
Br 3.4871 5.4040 -2.7494 0.60
Br 3.2403 5.1267 0.4872 0.55
Br 6.0700 5.8169 -0.8258 0.49
H 4.5007 3.8828 -1.2791 -0.12
C -4.7661 0.4545 -5.1921 -1.44
Br -3.9649 -1.1962 -4.6547 0.68
Br -3.8228 0.9157 -6.8575 0.60
Br -4.5387 1.7932 -3.7616 0.66
H -5.8013 0.2894 -5.3414 -0.03
C -6.4795 2.6465 2.2020 -1.62
Br -8.3988 2.7956 2.2514 0.59
Br -5.8356 0.8555 1.8834 0.56
Br -5.7406 3.4724 3.7905 0.55
H -6.0738 3.1567 1.3429 -0.10
C -1.9874 0.3091 3.9806 -1.59
Br -2.7452 -0.8770 2.5823 0.63
Br -0.2174 -0.3211 4.1362 0.56
Br -2.8335 0.3042 5.6452 0.65
H -1.8379 1.3259 3.6574 -0.03
C 6.6373 -4.9149 2.4858 -1.70
Br 7.4952 -4.4445 0.8872 0.58
Br 5.9089 -6.6980 2.2610 0.55
Br 5.3079 -3.7114 2.9516 0.59
H 7.4084 -5.0151 3.2860 0.01
```